# 1
ORCA calculation (ωB97M-V/def2-TZVPD) on a molecular structure, C19H54AlB2ClFO9S6.

Output
Total energy, eV: -127207.170
Lowest unoccupied orbital energy, eV: 1.73
Total charge: -1

Geometry (Å):
1 Cl 2.03518 4.25687 1.05955
2 S 4.91022 -2.78495 -1.69561
3 S -6.70192 0.11612 1.61095
4 S 3.36478 1.01513 -3.02270
5 S -11.56725 -0.30582 2.74725
6 S 3.66596 1.80003 -8.24049
7 S 4.16907 -4.27980 3.44196
8 Al 0.59031 1.12929 1.41009
9 F -0.22363 -1.62845 1.81565
10 O 3.86657 2.03023 -6.78613
11 O -2.11360 2.30583 4.09678
12 O -1.01900 0.26261 4.63730
13 O -10.91084 0.17649 1.50358
14 O 5.12586 -3.91239 2.36579
15 O 5.56904 -2.31510 -2.95930
16 O -5.26364 -0.18136 1.77661
17 O 2.96461 -0.48579 0.22519
18 O 3.64100 1.22331 -1.56845
19 C -7.26383 -0.73684 0.12952
20 C 3.11527 2.64211 -3.72721
21 C 2.16912 0.81937 -8.39302
22 C 3.91414 0.89012 2.10997
23 C 6.09072 -2.62130 -0.37028
24 C -0.60897 -0.47387 1.04455
25 C 0.29440 2.01588 3.26070
26 C 2.97641 3.32102 -8.90451
27 C -10.32548 -0.26641 4.04348
28 C 0.51089 3.94124 0.09843
29 C 5.10318 -4.23999 4.97661
30 C 4.92370 -4.58238 -1.75302
31 C 3.98870 -6.06779 3.37188
32 C -6.81945 1.77294 0.92339
33 C -2.11123 -0.30462 1.21882
34 C 4.95126 0.66533 -3.76334
35 C 0.24019 2.46659 -0.11538
36 C -0.66416 4.66002 0.75466
37 C -11.64877 -2.09735 2.62302
38 B -0.93333 1.52923 4.01720
39 B 2.65388 0.44654 1.23538
40 H 5.64895 -3.06138 0.52311
41 H -8.29070 -0.43936 -0.08694
42 H 1.23861 1.86237 3.79013
43 H 5.23119 -0.29825 -3.33200
44 H 7.02574 -3.10896 -0.65023
45 H -6.59609 -0.49150 -0.69644
46 H 5.35773 -3.19968 5.16750
47 H -2.38223 -0.49170 2.25971
48 H -10.08734 0.77655 4.24124
49 H 4.56764 -4.96173 -0.79521
50 H -10.72847 -0.72850 4.94482
51 H 5.93626 -4.93216 -1.95793
52 H 4.68090 0.10486 2.12313
53 H -1.89688 3.17952 4.42795
54 H -0.33850 5.54653 1.29807
55 H 6.24774 -1.55644 -0.20838
56 H 2.68928 3.16603 -9.94456
57 H 3.64516 1.12958 3.14464
58 H 0.19535 3.08658 3.05128
59 H -9.43003 -0.78749 3.70437
60 H -0.82590 2.38456 -0.37327
61 H 1.90129 0.72513 -9.44546
62 H 4.97574 -6.53075 3.37445
63 H 4.34859 1.79847 1.67556
64 H 2.19175 3.03750 -3.30483
65 H -6.46706 2.46314 1.68708
66 H 2.11754 3.61651 -8.30240
67 H 4.85974 0.61134 -4.84729
68 H 3.21649 0.04300 -0.59527
69 H -10.65768 -2.48283 2.38461
70 H 3.95046 3.28662 -3.45260
71 H 3.39588 -6.40530 4.22203
72 H 2.38321 -0.16235 -7.97588
73 H 0.80898 2.12671 -0.98793
74 H 3.03241 2.54214 -4.80832
75 H -6.18003 1.83653 0.04302
76 H -1.39140 4.93685 -0.01143
77 H -1.16008 3.99046 1.46060
78 H -7.22115 -1.80458 0.33577
79 H -2.42157 0.71785 0.98574
80 H 4.25105 -4.89071 -2.55088
81 H 6.01035 -4.83354 4.86222
82 H 4.48341 -4.62318 5.78731
83 H 5.65220 1.44762 -3.46921
84 H -12.34575 -2.33732 1.82290
85 H -7.85916 1.98658 0.67307
86 H 1.37005 1.29722 -7.82684
87 H -12.00988 -2.51030 3.56484
88 H 3.75219 4.08132 -8.84473
89 H 0.72486 4.43225 -0.85360
90 H -0.60775 0.29042 5.50334
91 H -2.71015 -0.99514 0.61421
92 H 3.46726 -6.30125 2.44599
93 H -0.40960 -0.77198 0.00400

# 2
ORCA calculation (ωB97M-V/def2-TZVPD) on 7 unconnected molecules or ions with the total composition C17H53O22P5.

Output
Total energy, eV: -109983.923
Lowest unoccupied orbital energy, eV: 0.51
Energy above the lowest of the compared OMol25 structures with the same formula, charge and spin, kcal/mol: 118.7
Structure (SMILES): COP(=O)(OC)OC.COP(=O)(OC)OC.COP(=O)(OC)OC.COP(=O)(OC)OC.COP(=O)(OC)OC.CO.CO

Geometry (Å):
1 P 33.70923 22.51090 10.67202
2 P 26.60697 29.16540 11.91561
3 P 30.33110 25.56819 16.14559
4 P 28.99639 19.95801 15.37083
5 P 30.32338 33.26159 16.00464
6 O 25.74703 29.02021 13.27629
7 O 26.37394 30.75706 11.46024
8 O 30.77572 25.08163 17.66348
9 O 34.51767 21.99894 9.33857
10 O 26.26011 28.10711 10.91817
11 O 31.21357 33.44803 17.36842
12 O 28.85379 20.20703 13.75348
13 O 24.91021 23.58546 17.81716
14 O 28.20519 29.21328 12.36192
15 O 30.56200 20.01057 15.74365
16 O 34.08789 23.82315 11.26236
17 O 30.07105 31.59172 16.04285
18 O 28.58004 18.42436 15.49554
19 O 31.44344 33.43958 14.84791
20 O 33.92743 21.23740 11.64584
21 O 32.15447 22.31280 10.27828
22 O 30.89643 26.90780 15.87091
23 O 32.89943 26.19036 11.83148
24 O 30.92979 24.37735 15.22817
25 O 28.23687 20.98195 16.20100
26 O 29.09482 34.04549 15.83794
27 O 28.70606 25.42034 16.10605
28 C 31.65335 34.69363 17.88054
29 C 27.86700 26.57753 16.04289
30 C 32.78059 27.06515 10.73216
31 C 29.35909 21.38053 13.29656
32 C 31.34338 24.60944 13.88647
33 C 32.71309 33.03225 14.98871
34 C 33.14168 21.06215 12.81683
35 C 31.63078 23.24567 9.30730
36 C 27.13996 18.09381 15.38320
37 C 25.41613 30.99780 10.48273
38 C 29.04591 28.05454 12.38463
39 C 28.95510 30.88445 15.53706
40 C 25.73545 30.11843 14.19843
41 C 35.80627 21.34595 9.44783
42 C 26.27049 23.96679 18.17625
43 C 30.09245 23.94760 18.32187
44 C 31.10281 20.39669 16.99686
45 H 35.51585 20.32495 9.20024
46 H 29.11547 23.62970 17.95780
47 H 24.71927 30.49275 14.07454
48 H 26.90302 17.13495 14.92217
49 H 33.72569 27.51447 10.42721
50 H 30.65256 24.02679 13.27706
51 H 28.76204 21.55129 12.40075
52 H 30.71456 23.65706 9.73085
53 H 29.30591 22.28162 13.90755
54 H 30.25580 20.47738 17.67815
55 H 32.35735 24.24960 13.71187
56 H 33.43254 20.40454 13.63601
57 H 25.75565 31.56242 9.61438
58 H 32.43780 20.26972 12.56245
59 H 32.54299 35.04341 17.35682
60 H 27.01487 26.50610 16.71882
61 H 31.18346 25.65272 13.61426
62 H 36.28373 21.39411 10.42651
63 H 30.80583 35.37588 17.81447
64 H 31.77294 19.63951 17.40393
65 H 31.38159 22.77321 8.35714
66 H 32.27601 26.43082 10.00338
67 H 24.93418 23.56404 16.85770
68 H 26.53688 30.81883 13.96335
69 H 29.41014 27.90147 11.36875
70 H 26.45988 24.08210 19.24346
71 H 30.36391 21.39527 12.87438
72 H 33.50394 25.48825 11.58007
73 H 28.63549 31.48721 14.68698
74 H 28.35591 27.53544 16.22031
75 H 26.48786 24.92331 17.70094
76 H 32.13252 27.86324 11.09429
77 H 32.25782 24.09041 9.02213
78 H 33.36794 33.82203 14.62057
79 H 26.56977 18.41505 16.25485
80 H 26.93329 23.32995 17.59039
81 H 28.16119 30.92313 16.28291
82 H 29.93335 28.08921 13.01656
83 H 31.91931 34.49569 18.91889
84 H 31.79057 21.22991 16.85251
85 H 26.84335 18.76363 14.57607
86 H 32.52073 21.88323 13.17507
87 H 36.41930 21.71121 8.62388
88 H 29.22502 29.90044 15.15368
89 H 33.03675 32.73547 15.98634
90 H 25.82977 29.73189 15.21322
91 H 30.12238 23.94520 19.41146
92 H 33.05835 32.36564 14.19844
93 H 27.42018 26.79787 15.07341
94 H 24.68809 31.70489 10.88034
95 H 30.71022 23.09971 18.02600
96 H 24.87954 30.07614 10.25753
97 H 28.51240 27.20314 12.80722

# 3
ORCA calculation (ωB97M-V/def2-TZVPD) on a molecular structure, C34H44AsGaN5P.

Output
Total energy, eV: -165915.172
Lowest unoccupied orbital energy, eV: -4.97
Energy above the lowest of the compared OMol25 structures with the same formula, charge and spin, kcal/mol: 10.4
Total charge: +2

Geometry (Å):
1 As 0.33811 -4.60553 1.78941
2 Ga -0.14444 0.99394 -1.52013
3 P 0.49905 -0.14905 0.50604
4 N 2.14536 4.49079 -1.34381
5 N 1.39938 2.11804 -5.17594
6 N 1.46282 3.26093 -3.15445
7 N 0.84156 2.60221 -0.99496
8 N 0.96350 0.98541 -3.18227
9 C -0.41820 1.06565 1.51758
10 C -2.18279 -4.67081 0.46587
11 C 1.30038 -3.30796 6.24635
12 C 0.83961 -2.93658 0.83045
13 C -1.81168 0.94296 1.51912
14 C 1.66040 -3.01685 3.88451
15 C 3.15392 -0.02987 -0.23644
16 C 0.36397 -4.29646 5.97407
17 C 0.70252 -3.98789 3.60073
18 C 0.17024 2.10126 2.24629
19 C -2.36274 -3.65515 2.63591
20 C 4.11829 0.17181 2.36219
21 C -0.61863 3.00070 2.95119
22 C 1.20875 0.87669 -5.93327
23 C -3.52486 -4.40466 0.22369
24 C 2.25872 0.05708 0.83058
25 C -1.58740 -4.28785 1.66733
26 C 1.95547 -2.67598 5.19971
27 C -3.70942 -3.40023 2.39880
28 C -1.99979 2.87032 2.94499
29 C 4.52255 -0.01318 -0.00496
30 C 0.00348 -1.73770 1.24693
31 C 0.07429 -4.64023 4.66089
32 C -2.31883 3.23755 -2.66838
33 C 5.00273 0.09523 1.29283
34 C -4.28991 -3.76544 1.19091
35 C 1.47164 3.42124 -1.78006
36 C -2.38428 1.81360 -3.21532
37 C 1.41669 3.35288 -5.97201
38 C -3.79524 1.50620 -3.71329
39 C 2.75104 0.14116 2.13651
40 C -1.95900 0.78007 -2.16042
41 C 1.25591 2.07124 -3.84930
42 C -2.59478 1.83554 2.23632
43 H -1.70394 1.73858 -4.07487
44 H 0.71288 -3.16074 -0.23021
45 H 1.24861 2.19529 2.29533
46 H 0.17771 0.52087 -5.86277
47 H -2.61177 3.57015 3.49865
48 H 0.40824 3.61568 -6.29184
49 H 1.89666 0.10469 -5.58785
50 H 0.94518 2.81100 -0.00890
51 H 1.42928 1.07658 -6.97650
52 H 2.69098 5.07227 -1.95623
53 H 1.84194 4.20023 -5.44233
54 H 2.07152 0.15410 2.98070
55 H -3.84516 0.52706 -4.19203
56 H -1.30524 3.52968 -2.37960
57 H 2.71016 -1.92674 5.40828
58 H 4.49582 0.23918 3.37423
59 H -4.50086 1.50942 -2.87891
60 H -1.60069 -5.19631 -0.28440
61 H -0.15225 3.79561 3.51857
62 H -4.30733 -2.92246 3.16527
63 H -1.05135 -1.89612 1.01618
64 H -2.94972 3.33350 -1.78031
65 H 5.21355 -0.09994 -0.83316
66 H 2.03912 3.18736 -6.84647
67 H -2.01438 -0.23674 -2.56159
68 H 6.06953 0.10662 1.47488
69 H 2.15619 4.72080 -0.36455
70 H 0.07196 -1.52498 2.31787
71 H -0.64530 -5.42754 4.46644
72 H -2.67012 3.96307 -3.40344
73 H -3.67035 1.71826 2.24679
74 H 1.85479 4.01935 -3.68368
75 H -0.13530 -4.80913 6.78622
76 H -4.13186 2.25084 -4.43695
77 H -2.29339 0.13449 0.98015
78 H 2.78465 -0.12169 -1.25158
79 H -5.33924 -3.56956 1.01068
80 H -3.97720 -4.71525 -0.70971
81 H 1.90363 -2.77570 1.00713
82 H 0.83525 0.18683 -3.78823
83 H 1.52989 -3.04489 7.27067
84 H -1.92484 -3.35713 3.58014
85 H 2.20757 -2.53216 3.08428
86 H -2.64324 0.82446 -1.31055